65
Properties=species:S:1:pos:R:3:mulliken_charge:R:1 method="wB97M-V/def2-TZVPD" homo_ev="-12.66 / -12.65" orbital_gap_ev="5.533 / 6.003" relative_energy_kj_mol=53.0 s2=3.77 charge=+2 spin_multiplicity=4 lumo_energy_ev="-7.12 / -6.65"
Cr 0.14 -0.51 0.18 -0.4285
C -2.28 -0.76 1.73 -0.5122
C -1.21 -0.41 2.72 -0.7078
O 0.02 -0.96 2.12 -0.0295
C 1.25 -0.84 2.88 -0.7103
C 2.28 -1.41 1.95 -0.4673
O 2.18 -0.75 0.65 -0.5217
C 3.03 0.43 0.48 -0.8529
C 2.18 1.64 0.72 -0.6990
O 0.95 1.37 0.00 0.7386
C 0.93 1.87 -1.37 -0.6364
C -0.42 1.50 -1.86 -0.7673
O -0.50 0.03 -1.67 -0.1643
C -1.84 -0.46 -1.97 -0.7215
C -2.67 -0.56 -0.68 -0.5686
O -1.79 -0.32 0.43 0.1969
H -3.20 -0.23 1.95 0.4628
H -2.45 -1.83 1.65 0.3928
H -1.38 -0.88 3.68 0.4650
H -1.10 0.68 2.80 0.3950
H 1.17 -1.44 3.79 0.5353
H 1.41 0.20 3.15 0.3127
H 2.08 -2.46 1.75 0.0831
H 3.30 -1.31 2.33 0.5897
H 3.40 0.37 -0.54 0.3270
H 3.88 0.37 1.16 0.5524
H 2.62 2.57 0.36 0.6792
H 1.89 1.79 1.75 0.1596
H 1.73 1.39 -1.94 0.3471
H 1.08 2.95 -1.36 0.6476
H -0.55 1.72 -2.92 0.4451
H -1.20 1.96 -1.25 0.3942
H -1.72 -1.43 -2.45 0.3078
H -2.29 0.22 -2.69 0.4987
H -3.11 -1.55 -0.58 0.3688
H -3.46 0.19 -0.63 0.4999
O -0.04 -2.37 -0.10 0.9371
S 0.03 -3.29 -1.37 -0.1300
C 1.56 -4.13 -1.25 0.7728
C 2.45 -3.93 -2.29 -0.4440
C 3.67 -4.59 -2.25 -0.8030
C 3.98 -5.41 -1.17 -0.4591
C 3.07 -5.59 -0.13 -0.8227
C 1.84 -4.96 -0.16 -0.4246
C -1.19 -4.51 -1.01 0.8216
C -1.65 -4.72 0.29 -0.0051
C -2.59 -5.72 0.49 -1.0382
C -3.04 -6.48 -0.58 -0.5393
C -2.57 -6.26 -1.86 -0.7363
C -1.63 -5.26 -2.09 -0.4972
H 2.20 -3.29 -3.13 0.4589
H 4.38 -4.47 -3.05 0.4479
H 4.93 -5.92 -1.14 0.4414
H 3.32 -6.25 0.70 0.4539
H 1.11 -5.12 0.62 0.4841
H -1.28 -4.12 1.11 0.5124
H -2.97 -5.90 1.49 0.4540
H -3.78 -7.26 -0.41 0.4391
H -2.93 -6.85 -2.69 0.4564
H -1.26 -5.08 -3.09 0.4716
N -1.44 2.30 1.49 -0.6110
C -1.06 3.38 1.25 0.5083
N -0.64 4.57 0.99 -0.7728
C 0.59 4.60 0.52 0.6903
N 1.67 4.62 0.09 -0.6785